No. 1
Entry from the Open Molecules 2025 dataset: 8 unconnected molecules or ions with the total composition C30H48O22S in a non-equilibrium geometry (wB97M-V/def2-TZVPD).

Output
* Kohn-Sham gap: 0.34566 hartree
* E_HOMO: -8.9987 eV

Geometry (Å):
C  7.9183  -2.4180  -2.9423
C  7.7626  -2.9876  -4.3239
C  6.4909  -3.9037  -4.4616
O  5.8144  -3.4666  -5.5735
C  6.3429  -2.3245  -6.0056
O  5.8408  -1.6585  -6.9353
O  7.3733  -2.0195  -5.2812
H  8.3645  -3.2118  -2.3432
H  7.0091  -2.0386  -2.4760
H  8.6553  -1.6171  -2.8821
H  8.6309  -3.6031  -4.5590
H  5.8985  -3.8795  -3.5470
H  6.7303  -4.9655  -4.5213
C  -11.6438  -4.4669  -6.0007
C  -10.2419  -3.9050  -6.3731
C  -10.1942  -2.3347  -6.4706
O  -9.0872  -1.9221  -5.7148
C  -8.6088  -2.9831  -4.9973
O  -7.7319  -2.9847  -4.1498
O  -9.2501  -4.1247  -5.3788
H  -12.4758  -4.2098  -6.6562
H  -11.9959  -4.0042  -5.0788
H  -11.5397  -5.5412  -5.8486
H  -9.8242  -4.3858  -7.2577
H  -11.0864  -1.8725  -6.0481
H  -10.1334  -2.0207  -7.5126
C  -0.3116  -4.5282  -12.5673
C  -1.3310  -5.0696  -11.6085
C  -1.4651  -4.3645  -10.2365
O  -2.8604  -4.4389  -10.1968
C  -3.4611  -4.5979  -11.4070
O  -4.6613  -4.3722  -11.5825
O  -2.5727  -4.9979  -12.2675
H  -0.3082  -5.2686  -13.3672
H  0.6961  -4.3784  -12.1795
H  -0.5421  -3.5203  -12.9124
H  -1.1460  -6.1321  -11.4503
H  -1.1837  -3.3143  -10.3145
H  -0.9574  -4.9206  -9.4484
C  6.0314  -0.9813  6.2355
C  7.1592  -0.0160  6.6921
C  7.2042  1.3405  5.9945
O  7.1231  2.2784  7.0922
C  6.8687  1.5392  8.2499
O  6.7729  1.9763  9.3607
O  6.8204  0.2332  7.9865
H  5.0271  -0.5963  6.4125
H  6.2018  -1.9116  6.7773
H  6.2957  -1.1704  5.1951
H  8.1180  -0.5344  6.6801
H  6.3397  1.5063  5.3516
H  8.1882  1.3881  5.5281
C  -1.2572  13.0374  1.3715
C  -0.2532  11.8673  1.1587
C  -0.8094  10.5330  0.8408
O  -0.1463  10.1559  -0.3397
C  0.4752  11.2232  -0.8236
O  1.2104  11.1652  -1.8143
O  0.3822  12.3097  -0.0137
H  -1.9498  12.8491  2.1918
H  -1.7731  13.3765  0.4732
H  -0.7916  13.9547  1.7317
H  0.5129  11.9168  1.9325
H  -1.8951  10.4917  0.7536
H  -0.5430  9.7677  1.5698
C  -2.0789  -4.3300  4.8071
C  -2.0025  -5.2575  6.0355
C  -1.3757  -6.6602  5.8303
O  -0.4269  -6.7986  6.8962
C  -0.2998  -5.6251  7.5445
O  0.4147  -5.4853  8.5703
O  -1.1813  -4.7583  6.9861
H  -2.2419  -3.2986  5.1198
H  -2.9779  -4.4576  4.2040
H  -1.1479  -4.2110  4.2530
H  -2.9522  -5.4128  6.5474
H  -0.9953  -6.7999  4.8184
H  -2.0732  -7.4684  6.0503
C  -0.1744  2.6761  9.3079
C  -0.4074  4.0175  8.5976
C  -0.0903  5.1935  9.4316
O  0.7537  5.9528  8.6199
C  1.1144  5.3366  7.5845
O  1.8587  5.8101  6.6925
O  0.4562  4.1778  7.4916
H  -0.7684  1.9543  8.7475
H  -0.5702  2.7046  10.3231
H  0.8405  2.2787  9.2943
H  -1.4688  4.0867  8.3595
H  0.4125  4.7310  10.2810
H  -0.9582  5.7279  9.8178
C  -0.4854  1.2408  0.1885
S  0.8383  0.4027  -0.7904
O  1.6320  -0.4072  0.2638
C  -0.1961  -0.9295  -1.5674
H  -0.5316  2.3146  0.0068
H  -0.4706  0.9541  1.2400
H  -1.4449  0.8954  -0.1962
H  -0.8076  -0.3902  -2.2908
H  -0.7339  -1.3535  -0.7195
H  0.3137  -1.7586  -2.0581

Cartesian forces (eV/Å) of the 2 atoms listed first:
0.70 0.23 0.33
-2.29 -1.28 0.38

---

No. 2
Entry from the Open Molecules 2025 dataset: a molecular structure, C30H48O24 in a non-equilibrium geometry (wB97M-V/def2-TZVPD).

Output
* Kohn-Sham gap: 0.34570 hartree
* E_HOMO: -9.5519 eV

Geometry (Å):
C  1.1577  -2.6593  1.7674
C  1.5978  -2.7022  0.2951
O  2.7271  -1.8423  0.2552
C  3.0956  -1.4952  1.5090
O  3.9343  -0.7150  1.8047
O  2.2726  -2.0976  2.3882
H  0.8062  -3.6617  2.0224
H  0.2965  -2.0287  2.0190
H  0.8170  -2.4341  -0.4153
H  1.9185  -3.7118  0.0306
C  -4.0232  -3.1523  0.2173
C  -2.6534  -2.5245  0.5093
O  -1.8286  -3.6794  0.4896
C  -2.5384  -4.7741  0.7837
O  -2.1058  -5.8259  1.1098
O  -3.8633  -4.4440  0.7935
H  -4.2252  -3.1609  -0.8583
H  -4.9149  -2.7273  0.6717
H  -2.6365  -2.0967  1.5160
H  -2.2890  -1.7707  -0.1839
C  3.5277  0.3504  -1.7921
C  4.1789  1.5065  -2.5141
C  4.4261  1.2599  -4.0064
O  3.2757  1.8035  -4.6705
C  2.6646  2.6532  -3.8709
O  1.7156  3.3325  -4.1308
O  3.1983  2.5609  -2.6257
H  4.1987  -0.4998  -1.6430
H  2.7705  -0.1055  -2.4386
H  3.0240  0.6005  -0.8606
H  4.9907  1.9382  -1.9318
H  4.4685  0.2132  -4.3020
H  5.2972  1.7904  -4.3919
C  -0.8010  1.7478  0.4392
C  -1.0976  1.1602  -0.9292
C  -0.0361  1.4546  -1.9822
O  0.3463  0.1789  -2.4990
C  -0.2535  -0.8095  -1.7644
O  -0.1662  -1.9801  -1.9291
O  -0.8777  -0.2567  -0.7260
H  0.0128  1.1658  0.8774
H  -1.6022  1.6062  1.1682
H  -0.4963  2.7932  0.4585
H  -2.1214  1.2589  -1.2887
H  0.8308  2.0062  -1.6191
H  -0.4888  2.0278  -2.7924
C  -3.6919  2.9264  1.8794
C  -4.8879  2.0850  1.4260
C  -4.5934  0.9039  0.5137
O  -5.2331  -0.1662  1.2134
C  -5.5490  0.1682  2.4572
O  -5.9656  -0.5947  3.2838
O  -5.3990  1.4831  2.6272
H  -3.9173  3.5872  2.7153
H  -3.3392  3.5814  1.0812
H  -2.9257  2.2385  2.2418
H  -5.6515  2.6969  0.9375
H  -3.5163  0.7021  0.5349
H  -4.9335  0.9926  -0.5099
C  -4.5249  1.7400  -5.6560
C  -5.2272  2.5928  -4.6264
C  -5.6971  1.9479  -3.3078
O  -4.5767  2.2224  -2.4770
C  -3.8534  3.2630  -2.9696
O  -2.9379  3.7746  -2.4107
O  -4.3267  3.6049  -4.1628
H  -4.3745  2.3336  -6.5514
H  -5.0934  0.8405  -5.9045
H  -3.6367  1.3157  -5.1782
H  -6.0712  3.0626  -5.1360
H  -5.8113  0.8793  -3.4792
H  -6.5992  2.4297  -2.9344
C  2.3283  0.8714  5.9914
C  2.4619  0.5864  4.4849
O  2.5550  1.8052  3.7551
C  1.4151  2.3301  3.3610
O  0.3043  1.8602  3.4029
O  1.6361  3.5422  2.8638
C  0.4700  4.2815  2.4478
H  1.7325  1.7449  6.2701
H  3.2850  1.2992  6.3176
H  2.1127  0.0011  6.6037
H  1.6719  -0.0544  4.0989
H  3.3880  0.0292  4.3779
H  -0.1100  4.5472  3.3228
H  -0.0399  3.6701  1.7053
H  0.8715  5.1142  1.8768
C  3.1164  -3.8403  -1.6327
C  4.1361  -3.3389  -0.6177
O  4.7766  -4.4941  -0.0552
C  5.4614  -4.4434  1.0854
O  6.2509  -5.2765  1.4192
O  5.1492  -3.3593  1.7729
C  5.7484  -3.1612  3.0490
H  3.6424  -4.1560  -2.5311
H  2.5301  -2.9916  -1.9880
H  2.5657  -4.5850  -1.0609
H  3.7391  -2.6591  0.1321
H  4.9294  -2.8488  -1.1930
H  5.2037  -2.4010  3.6032
H  6.7881  -2.8658  2.9262
H  5.6833  -4.0722  3.6435

Cartesian forces (eV/Å) of the 2 atoms listed first:
-1.50 -0.01 -1.39
-1.34 -0.71 0.95

---

No. 3
Entry from the Open Molecules 2025 dataset: a molecular structure, C30H48P2Pm in a non-equilibrium geometry (wB97M-V/def2-TZVPD).

Output
* Kohn-Sham gap (spin up / spin down): 0.10803 / 0.08685 hartree
* ⟨S²⟩: 6.498
* net charge: +1
* E_HOMO (spin up / spin down): -8.5400 / -7.9944 eV
* spin multiplicity: 5

Geometry (Å):
Pm  -0.1425  0.1858  0.1893
C  -0.8661  -2.0759  1.6669
C  0.3302  -2.4726  0.9926
C  0.8955  -0.9110  2.5951
C  -0.5202  -1.0888  2.6348
C  1.4165  -1.7215  1.5474
C  -2.2101  -2.6921  1.5238
H  -2.1666  -3.6398  0.9735
H  -2.9055  -2.0155  1.0029
H  -2.6383  -2.8998  2.5167
C  -1.4620  -0.4526  3.5889
H  -2.4597  -0.9057  3.5147
H  -1.5692  0.6281  3.4072
H  -1.1061  -0.5657  4.6243
C  1.7171  -0.1857  3.5962
H  1.1524  -0.0168  4.5240
H  2.0529  0.7931  3.2351
H  2.6253  -0.7575  3.8419
C  2.8625  -1.8552  1.2286
H  3.3840  -2.4193  2.0224
H  3.3574  -0.8713  1.1461
H  3.0278  -2.3850  0.2810
C  0.4454  -3.6493  0.0879
H  0.3968  -4.5907  0.6613
H  1.3957  -3.6599  -0.4605
H  -0.3733  -3.6789  -0.6468
C  -1.6951  0.8639  -1.7409
C  -1.8655  0.0017  -3.0308
C  -0.8116  -0.7329  -3.8602
C  0.5869  -1.0598  -3.3276
C  0.7659  -0.9875  -1.7711
C  1.4291  0.2903  -1.3462
C  0.9385  1.5503  -2.0026
C  -0.5358  1.9371  -1.7522
H  -0.6685  -0.1475  -4.7842
H  1.3241  -0.4067  -3.8078
H  -1.2790  -1.6629  -4.2285
H  -0.8050  2.5799  -2.5962
H  -2.5366  1.5889  -1.7701
H  -2.4914  0.5654  -3.7498
H  -0.6639  2.5745  -0.8583
H  1.5652  2.3949  -1.6714
H  2.5345  0.2291  -1.2254
H  1.0940  1.5127  -3.0939
H  0.8376  -2.0809  -3.6527
H  1.4608  -1.7979  -1.5157
P  -3.1244  -1.0844  -2.1972
C  -4.8305  -0.6866  -2.4376
C  -2.6972  -2.8084  -2.1739
P  4.7496  0.4337  -0.8332
C  -2.2825  -0.2110  -0.8131
C  5.4637  -0.7635  -2.0142
C  4.9146  1.9123  -1.8946
H  -5.2275  -0.0995  -1.5960
H  -5.4011  -1.6264  -2.5060
H  -4.9566  -0.1264  -3.3778
H  -1.6364  -3.0018  -2.3987
H  -3.3164  -3.3059  -2.9401
H  -2.9431  -3.2369  -1.1900
H  4.0806  1.9550  -2.6076
H  5.8833  1.9449  -2.4207
H  4.8463  2.7681  -1.2120
H  -2.9090  0.1246  0.0299
H  -0.2209  -1.3450  -1.3516
H  6.3175  -1.2430  -1.5107
H  5.7850  -0.3066  -2.9593
H  4.6904  -1.5236  -2.1905
C  0.5289  2.3970  1.4796
C  -0.3804  3.0309  2.4213
C  -0.3338  2.7812  3.8237
C  -1.2329  3.3967  4.6919
C  -2.1794  4.3108  4.2041
C  -2.2327  4.5816  2.8280
C  -1.3689  3.9404  1.9488
H  1.4307  1.9411  1.9077
H  0.7544  3.0122  0.5951
H  0.4366  2.1110  4.2118
H  -1.1918  3.1712  5.7614
H  -2.8635  4.8084  4.8902
H  -2.9560  5.3058  2.4465
H  -1.4206  4.1327  0.8753

Cartesian forces (eV/Å) of the 2 atoms listed first:
-0.74 -0.35 6.08
1.09 0.32 -0.14

---

No. 4
Entry from the Open Molecules 2025 dataset: a molecular structure, C30H49ClF16NO13PSi2 in a non-equilibrium geometry (wB97M-V/def2-TZVPD).

Output
* Kohn-Sham gap: 0.30973 hartree
* E_HOMO: -8.0703 eV

Geometry (Å):
C  5.6230  -0.3906  4.3838
C  6.3889  -0.4527  2.9237
N  5.7043  -1.3476  1.9006
Si  6.7968  -1.4180  0.4743
C  8.3246  -0.2499  0.5483
C  8.0861  1.2598  -0.0437
F  7.7534  1.2939  -1.5103
O  6.0159  -1.2687  -1.0853
Si  4.5822  -0.2652  -1.0552
Cl  4.5892  1.3343  0.3589
C  3.0517  -1.4292  -0.9797
C  1.6595  -0.7781  -1.5708
C  0.5798  -0.4258  -0.3879
C  -0.9610  -0.8226  -0.8340
O  -1.7225  -0.9615  0.4492
C  -3.1701  -1.0213  0.1916
C  -4.0164  0.3912  0.3453
O  -3.8305  -2.1677  -0.1314
C  4.5052  0.5928  -2.8239
C  4.4320  2.2474  -2.7123
O  3.1003  2.7192  -2.2053
C  4.6250  2.9990  -4.1853
F  3.3495  3.4938  -4.7624
F  5.4924  4.2133  -3.9483
F  5.3698  2.1709  -5.1741
P  7.6467  -3.4932  0.5080
C  9.2753  -3.5703  -0.4878
O  8.0440  -3.9453  2.1726
H  4.9599  0.5819  4.5186
H  6.4952  -0.2834  5.1919
H  5.0504  -1.3834  4.6533
H  7.4689  -0.9095  3.1531
H  6.4726  0.6465  2.5187
H  5.6558  -2.2925  2.3876
H  8.8200  -0.1322  1.6043
H  9.1611  -0.7496  -0.1414
H  7.3513  1.9267  0.6063
H  9.1416  1.8128  0.0353
H  2.8142  -1.8829  0.0713
H  3.2998  -2.3583  -1.6873
H  1.1603  -1.6079  -2.2498
H  1.8101  0.1698  -2.2420
H  0.8221  -1.1133  0.5557
H  0.7159  0.6927  -0.0719
H  -1.3944  0.0562  -1.4743
H  -0.9808  -1.8130  -1.4759
H  -3.2754  1.1865  0.8318
H  -4.4327  0.8133  -0.6655
H  -4.8634  0.1867  1.1525
H  5.5378  0.3652  -3.3685
H  3.6599  0.1331  -3.4995
H  5.2991  2.6974  -2.0303
H  2.3630  2.2681  -2.7129
H  9.0663  -3.3632  -1.6364
H  9.6846  -4.6651  -0.4161
H  10.0592  -2.8318  -0.0184
H  8.9173  -3.4808  2.4132
C  -9.3709  -2.2653  0.4423
C  -10.0707  -0.9228  0.3381
O  -9.9592  -0.1960  1.5713
C  -8.7739  0.4620  1.7787
O  -7.8366  0.4491  0.9844
C  -8.8080  1.2311  3.0979
F  -9.3083  0.4891  4.1281
F  -9.5885  2.3473  3.0205
F  -7.5771  1.6551  3.5013
H  -9.7518  -2.8324  1.2974
H  -9.5207  -2.8522  -0.4685
H  -8.2947  -2.1398  0.5985
H  -11.1392  -1.0809  0.1581
H  -9.6874  -0.3293  -0.5002
C  11.7553  1.6647  -5.5179
C  12.9503  1.2953  -4.6586
O  12.5513  1.0979  -3.2936
C  11.9904  -0.1183  -2.9989
O  11.8160  -1.0094  -3.8265
C  11.6599  -0.2131  -1.5106
F  11.0342  0.9034  -1.0373
F  12.7784  -0.3738  -0.7464
F  10.8408  -1.2603  -1.2108
H  11.2381  2.5358  -5.1037
H  12.0689  1.8910  -6.5411
H  11.0258  0.8494  -5.5532
H  13.6718  2.1191  -4.6627
H  13.4698  0.4105  -5.0447
C  -7.6702  3.8101  0.1113
C  -6.4605  4.3827  -0.6040
O  -6.4429  3.9709  -1.9792
C  -7.2537  4.6767  -2.8308
O  -7.9725  5.6077  -2.4758
C  -7.1015  4.1702  -4.2638
F  -7.1292  2.8084  -4.3474
F  -5.9199  4.5605  -4.8226
F  -8.0827  4.6193  -5.0963
H  -7.7031  2.7217  0.0006
H  -7.6443  4.0583  1.1762
H  -8.6015  4.2006  -0.3112
H  -5.5461  3.9933  -0.1441
H  -6.4211  5.4753  -0.5237
C  -13.0652  -2.2512  6.7095
C  -11.7857  -3.0239  6.4473
O  -11.9656  -3.9496  5.3647
C  -11.8817  -3.4237  4.1010
O  -11.6736  -2.2356  3.8672
C  -12.0410  -4.5198  3.0492
F  -13.0824  -5.3600  3.3169
F  -10.9314  -5.3082  2.9583
F  -12.2635  -4.0304  1.7968
H  -13.9007  -2.9371  6.8808
H  -12.9538  -1.6019  7.5827
H  -13.3357  -1.6297  5.8500
H  -11.5287  -3.6158  7.3320
H  -10.9402  -2.3543  6.2512

Cartesian forces (eV/Å) of the 2 atoms listed first:
1.01 0.35 0.56
0.30 0.19 1.49

---

Question: Number 4 is which compound?
Answer: C30H49ClF16NO13PSi2